Record 1
Molecular formula: C8H10O2
Method: DFT, ωB97M-V/def2-TZVPD

XYZ file:
```
20
C8H10O2 ωB97M-V/def2-TZVPD
C 1.820 -1.425 1.295
C 2.394 -1.116 -0.083
C 2.419 -0.074 -0.915
C 1.815 1.189 -0.429
C 0.771 1.809 0.145
C -0.679 1.298 0.634
C -0.817 0.175 -0.033
C -2.135 -0.336 -0.313
H 1.739 -0.530 1.783
H 2.430 -1.989 1.780
H 0.841 -1.935 1.445
H 2.758 -2.245 -0.203
H 2.905 -0.278 -1.962
H 2.557 2.084 -0.960
H 0.829 2.960 0.067
H -1.060 2.100 1.259
H 0.223 -0.141 -0.601
H -2.922 0.685 1.531
O -3.190 -0.215 0.680
O -2.289 -1.013 -1.423
```

Calculated values
**Charge**: 0
**E_HOMO**: -9.10 eV
**Multiplicity**: 1
**Relative energy (zero: lowest compared OMol25 entry of this formula, charge and spin)**: 789.74 kJ/mol
**HOMO-LUMO gap**: 8.83 eV

***

Record 2
Molecular formula: C28H57Br2IN3O8S2
Method: DFT, ωB97M-V/def2-TZVPD

XYZ file:
```
101
C28H57Br2IN3O8S2 ωB97M-V/def2-TZVPD
C -3.069 -0.237 -3.770
C -1.781 -0.957 -3.353
S -2.099 -2.117 -1.999
C -0.813 -1.930 -0.703
C -0.027 -0.626 -0.491
C 1.380 -0.958 0.072
Br 2.505 -1.718 -1.380
C 1.419 -2.019 1.221
N 2.388 -1.801 2.251
O 2.008 0.202 0.535
C 1.605 1.423 0.023
Br 2.130 1.714 -1.848
C 0.144 1.741 0.393
C -0.234 3.141 -0.165
I -1.009 3.355 -2.160
C -0.992 4.112 0.767
C -0.503 4.090 2.220
N -0.740 0.448 0.377
C -0.877 0.079 1.859
C -1.805 -1.038 2.309
C -2.004 -0.941 3.841
C -3.451 -0.652 4.268
C -3.814 -1.250 5.630
N -2.731 -1.050 6.591
C -2.133 0.566 -0.206
C -3.131 1.492 0.488
C -4.474 0.797 0.818
C -5.671 1.577 0.275
S -7.212 1.107 1.018
O -7.130 1.402 2.421
O -8.267 1.563 0.175
O -7.172 -0.483 0.857
H -3.116 -0.141 -4.856
H -3.134 0.759 -3.323
H -3.955 -0.790 -3.446
H -0.994 -0.239 -3.113
H -1.403 -1.537 -4.194
H -0.066 -2.712 -0.852
H -1.367 -2.210 0.193
H 0.087 -0.132 -1.457
H 0.425 -2.086 1.659
H 1.623 -2.988 0.762
H 2.205 -0.993 2.826
H 3.338 -1.759 1.899
H 2.204 2.172 0.544
H 0.258 1.929 1.464
H 0.756 3.592 -0.296
H -2.066 3.976 0.717
H -0.818 5.106 0.345
H -0.591 5.087 2.658
H 0.545 3.789 2.306
H -1.101 3.425 2.854
H 0.138 -0.082 2.229
H -1.224 1.001 2.329
H -2.781 -0.962 1.819
H -1.412 -2.026 2.075
H -1.347 -0.161 4.242
H -1.670 -1.865 4.320
H -3.647 0.428 4.287
H -4.135 -1.079 3.525
H -4.768 -0.820 5.962
H -3.974 -2.326 5.511
H -2.563 -0.062 6.736
H -2.976 -1.436 7.493
H -2.019 0.797 -1.263
H -2.516 -0.450 -0.180
H -3.326 2.338 -0.176
H -2.720 1.920 1.401
H -4.494 -0.211 0.395
H -4.584 0.715 1.903
H -5.794 1.436 -0.803
H -5.581 2.647 0.485
H -6.819 -0.868 1.670
O 0.964 -2.331 -9.083
C 1.645 -2.444 -8.108
O 1.248 -1.797 -6.981
C 1.910 -1.942 -5.726
C 3.107 -1.033 -5.575
C 2.937 -3.225 -8.105
H 2.163 -2.986 -5.531
H 1.154 -1.662 -4.999
H 3.903 -1.287 -6.275
H 3.502 -1.129 -4.561
H 2.824 0.006 -5.746
H 3.717 -2.586 -8.521
H 2.810 -4.077 -8.767
H 3.259 -3.576 -7.129
O 5.350 -1.685 2.317
C 6.132 -0.883 1.874
O 6.920 -0.228 2.735
C 7.975 0.652 2.313
C 7.468 2.043 2.001
C 6.200 -0.581 0.395
H 8.523 0.214 1.479
H 8.650 0.674 3.165
H 6.774 2.040 1.159
H 8.304 2.695 1.749
H 6.955 2.458 2.868
H 5.399 0.121 0.156
H 6.007 -1.506 -0.143
H 7.142 -0.161 0.057
```

Calculated values
**Charge**: +1
**E_HOMO**: -11.67 eV
**Multiplicity**: 1
**HOMO-LUMO gap**: 9.19 eV

***

Record 3
Molecular formula: C27H20BBiF6IN7O10S4
Method: DFT, ωB97M-V/def2-TZVPD

XYZ file:
```
77
C27H20BBiF6IN7O10S4 ωB97M-V/def2-TZVPD
Bi -0.423 -0.011 -0.227
C -4.729 -1.217 1.848
C -3.368 -1.342 1.537
N -3.011 -0.426 0.650
N -4.112 0.297 0.368
C -5.160 -0.163 1.070
B -4.044 1.473 -0.622
N -3.310 2.674 -0.004
C -3.885 3.780 0.501
C -2.902 4.545 1.092
C -1.735 3.794 0.896
N -1.987 2.678 0.230
N -3.353 1.033 -1.941
C -3.988 0.945 -3.114
C -3.075 0.629 -4.097
C -1.869 0.530 -3.406
N -2.034 0.778 -2.111
H -5.307 -1.809 2.535
H -2.641 -2.048 1.906
H -6.128 0.296 0.965
H -5.165 1.823 -0.908
H -4.948 3.930 0.415
H -3.012 5.479 1.612
H -0.739 4.000 1.257
H -5.048 1.127 -3.163
H -3.252 0.481 -5.147
H -0.887 0.296 -3.785
I 1.252 2.449 -0.880
C 2.460 1.326 -2.148
C 3.637 1.899 -2.525
C 4.473 1.240 -3.453
C 4.079 0.050 -3.976
C 2.858 -0.558 -3.582
C 2.489 -1.807 -4.143
C 1.332 -2.409 -3.761
C 0.508 -1.806 -2.783
C 0.817 -0.613 -2.184
C 2.012 0.054 -2.618
H 3.933 2.856 -2.119
H 5.413 1.692 -3.743
H 4.694 -0.463 -4.706
H 3.150 -2.267 -4.869
H 1.047 -3.368 -4.178
H -0.383 -2.341 -2.475
O 2.156 -0.402 0.328
S 2.003 -1.515 1.292
O 3.104 -1.675 2.200
O 0.669 -1.438 1.862
C 2.091 -2.959 0.207
C 3.377 -3.135 -0.305
C 3.673 -4.166 -1.176
C 2.676 -5.053 -1.549
C 1.392 -4.877 -1.067
C 1.076 -3.833 -0.196
S -0.688 -3.680 0.167
O -1.321 -4.685 -0.657
O -0.882 -3.805 1.586
O -1.019 -2.321 -0.357
H 4.148 -2.441 -0.001
H 4.680 -4.274 -1.562
H 2.892 -5.869 -2.227
H 0.589 -5.532 -1.373
F 0.835 -0.732 5.018
C -0.188 0.040 4.689
F -1.112 -0.679 4.068
F -0.735 0.523 5.803
S 0.416 1.429 3.567
O -0.483 1.366 2.444
O 1.813 1.184 3.349
N 0.105 2.790 4.359
S 1.131 3.276 5.464
O 1.668 2.233 6.297
O 0.602 4.459 6.084
C 2.631 3.925 4.536
F 3.646 3.075 4.584
F 3.041 5.075 5.094
F 2.352 4.184 3.256
```

Calculated values
**Charge**: -2
**E_HOMO**: -4.05 eV
**Multiplicity**: 1
**Relative energy (zero: lowest compared OMol25 entry of this formula, charge and spin)**: 0.00 kJ/mol
**HOMO-LUMO gap**: 7.86 eV